1.
{
  "formula": "C26H42BrN2O6P2S2",
  "method": "ωB97M-V with the def2-TZVPD basis set",
  "symbols": ["C", "C", "N", "P", "C", "C", "C", "S", "C", "S", "N", "C", "C", "C", "C", "C", "C", "C", "C", "C", "C", "C", "C", "O", "C", "C", "C", "C", "C", "Br", "O", "H", "H", "H", "H", "H", "H", "H", "H", "H", "H", "H", "H", "H", "H", "H", "H", "H", "H", "H", "H", "H", "H", "H", "H", "H", "H", "H", "H", "H", "H", "H", "H", "H", "C", "O", "P", "O", "O", "C", "O", "C", "H", "H", "H", "H", "H", "H", "H", "H", "H"],
  "coordinates": [[2.7984, 3.4240, 2.3765], [2.3314, 2.1416, 1.5359], [1.2672, 2.5935, 0.6297], [0.9193, 1.4451, -0.7116], [1.5889, 2.6073, -2.0847], [2.2450, 1.8583, -3.3047], [3.4709, 0.9152, -2.8686], [4.5168, 1.7081, -1.5750], [5.1475, 0.3362, -0.5512], [6.2694, 0.7287, 0.5860], [4.6100, -0.9621, -0.8717], [4.2640, -1.7888, 0.2643], [5.1604, -2.3141, 1.2894], [4.6832, -3.1614, 2.3897], [3.2670, -3.5604, 2.4917], [2.3626, -3.0658, 1.4517], [2.8456, -2.1863, 0.3709], [5.3088, -1.6526, -1.9209], [4.8788, -3.0153, -2.3010], [5.5445, -3.7324, -3.4037], [6.6288, -3.0953, -4.1391], [7.0942, -1.7616, -3.7812], [6.4179, -1.0529, -2.6759], [0.2380, 0.2969, 0.4415], [-1.1187, 0.1468, -0.0228], [-1.6309, 1.6715, -0.0787], [-1.8517, 2.3918, 1.3086], [-1.8514, 1.4408, 2.5569], [-1.6901, 2.3000, 3.8939], [-3.6501, 0.5478, 2.6461], [-0.5896, 2.3141, -0.8647], [3.8864, 3.3599, 2.6726], [2.7072, 4.3708, 1.7699], [2.1602, 3.5588, 3.2880], [2.0016, 1.3581, 2.2680], [3.2599, 1.7664, 1.0231], [1.4126, 3.5467, 0.3031], [2.1252, 0.6652, -0.5283], [0.5341, 0.5136, -1.7708], [0.6906, 3.1561, -2.4986], [2.2949, 3.4079, -1.7308], [2.6694, 2.5382, -4.0953], [1.4916, 1.1486, -3.7567], [2.9870, -0.0448, -2.5344], [4.1351, 0.6436, -3.7307], [6.2396, -2.0536, 1.2389], [5.3693, -3.5369, 3.1857], [2.8629, -4.2089, 3.2991], [1.2800, -3.3523, 1.4443], [2.0766, -1.8534, -0.3686], [4.0277, -3.4992, -1.7660], [5.1346, -4.7428, -3.6392], [7.1145, -3.6240, -4.9958], [7.9082, -1.2416, -4.3287], [6.8099, -0.0253, -2.4636], [-1.2693, -0.3893, -0.9990], [-1.6251, -0.5328, 0.7228], [-2.5585, 1.7577, -0.7186], [-2.8566, 2.8951, 1.2687], [-1.0975, 3.2102, 1.4842], [-1.0298, 0.6869, 2.5705], [-2.6149, 2.2311, 4.5217], [-0.8507, 1.8870, 4.5251], [-1.4892, 3.3827, 3.6877], [-10.8695, -0.5115, -0.6812], [-10.4930, -1.5861, 0.1688], [-9.2109, -1.3320, 1.2621], [-9.8958, -0.1959, 1.9895], [-8.2515, -0.7852, 0.0374], [-7.7200, -1.7459, -0.8719], [-7.8904, -1.3847, 2.3286], [-6.9977, -0.2763, 2.3438], [-11.9593, -0.4703, -0.7079], [-10.4862, 0.4495, -0.3423], [-10.5012, -0.7093, -1.6907], [-7.9151, -1.4077, -1.8902], [-8.1732, -2.7310, -0.7345], [-6.6411, -1.8208, -0.7234], [-7.5232, 0.6709, 2.2167], [-6.2473, -0.3930, 1.5613], [-6.4882, -0.2698, 3.3082]],
  "largest_force_ev_per_a": 8.5,
  "gap_ev": 3.33,
  "charge": -1,
  "e_tot_ev": -153193.82524
}

=====

2.
{
  "formula": "C26H42CsN7O4PS2",
  "method": "ωB97M-V with the def2-TZVPD basis set",
  "symbols": ["Cs", "C", "C", "N", "C", "C", "C", "S", "N", "C", "O", "C", "C", "C", "C", "C", "C", "H", "H", "H", "H", "H", "H", "H", "H", "H", "H", "H", "H", "H", "H", "H", "C", "N", "C", "P", "O", "N", "C", "C", "N", "C", "C", "H", "H", "H", "H", "H", "H", "H", "H", "H", "H", "H", "H", "H", "H", "H", "H", "H", "H", "O", "C", "O", "C", "C", "C", "C", "C", "C", "H", "H", "H", "H", "H", "N", "C", "N", "S", "H", "H", "H", "H"],
  "coordinates": [[-0.5576, -0.1493, 1.9092], [-3.9096, -4.1110, -2.4571], [-2.9407, -2.9390, -2.3862], [-3.4686, -1.8170, -1.6131], [-4.3121, -0.8578, -2.3318], [-5.7954, -1.0029, -2.0166], [-3.2200, -1.6909, -0.2945], [-2.3598, -2.8643, 0.5712], [-3.7824, -0.6271, 0.3405], [-3.3466, 0.5937, 0.1758], [-2.2959, 0.9594, -0.4264], [-4.1958, 1.6687, 0.8135], [-3.8206, 3.0000, 0.6860], [-4.5944, 4.0086, 1.2435], [-5.7537, 3.6902, 1.9365], [-6.1325, 2.3593, 2.0694], [-5.3578, 1.3552, 1.5116], [-3.4625, -4.9326, -3.0211], [-4.8387, -3.8282, -2.9557], [-4.1412, -4.4656, -1.4527], [-2.7024, -2.5628, -3.3807], [-2.0127, -3.2535, -1.9145], [-4.1282, -1.0183, -3.3931], [-3.9736, 0.1539, -2.1156], [-6.1581, -1.9947, -2.2906], [-6.3709, -0.2610, -2.5737], [-5.9724, -0.8503, -0.9523], [-2.9131, 3.2246, 0.1411], [-4.2916, 5.0434, 1.1406], [-6.3583, 4.4744, 2.3753], [-7.0337, 2.1051, 2.6138], [-5.6307, 0.3124, 1.6097], [4.7078, 0.8118, 1.4462], [4.4128, -0.0018, 0.2650], [4.8825, -1.3765, 0.4132], [2.8929, 0.1676, -0.4093], [1.7876, -0.5534, 0.2629], [2.6074, 1.7997, -0.4307], [1.7790, 2.4246, 0.5845], [3.0131, 2.6358, -1.5384], [3.1284, -0.3758, -1.9542], [4.3426, -0.2375, -2.7294], [1.9538, -0.7130, -2.7489], [4.1914, 0.4517, 2.3417], [4.4109, 1.8426, 1.2697], [5.7852, 0.7857, 1.6264], [4.4313, -1.8731, 1.2776], [5.9671, -1.3689, 0.5447], [4.6440, -1.9542, -0.4790], [1.7735, 1.8201, 1.4934], [0.7471, 2.5845, 0.2446], [2.2033, 3.3964, 0.8594], [3.8521, 2.2004, -2.0759], [3.3348, 3.6120, -1.1637], [2.1975, 2.8008, -2.2558], [5.1717, 0.0676, -2.0950], [4.2185, 0.4975, -3.5350], [4.5941, -1.1955, -3.1969], [1.0956, -0.8743, -2.1009], [2.1363, -1.6314, -3.3119], [1.7153, 0.0792, -3.4683], [1.4650, 0.9001, 5.6833], [1.8881, 0.3737, 4.6459], [1.7095, 0.7517, 3.4453], [2.7103, -0.9133, 4.7974], [3.2010, -1.2855, 6.0447], [3.9313, -2.4558, 6.1972], [4.1592, -3.2822, 5.1029], [3.6597, -2.9237, 3.8578], [2.9483, -1.7403, 3.7054], [2.9862, -0.6369, 6.8841], [4.3159, -2.7311, 7.1725], [4.7155, -4.2043, 5.2228], [3.8193, -3.5729, 3.0043], [2.5632, -1.4412, 2.7358], [-1.0595, 1.5908, -2.7773], [-0.8633, 1.2761, -4.0549], [-0.2401, 2.2351, -4.8079], [-1.2798, -0.1948, -4.7376], [-0.7469, 2.4756, -2.4136], [-1.5049, 0.9737, -2.0969], [-0.2744, 3.1967, -4.5114], [-0.2492, 2.0632, -5.7978]],
  "largest_force_ev_per_a": 0.4,
  "gap_ev": 6.94,
  "charge": -1,
  "e_tot_ev": -77779.30937
}

=====

3.
{
  "formula": "C26H43F3O17",
  "method": "ωB97M-V with the def2-TZVPD basis set",
  "symbols": ["C", "O", "C", "C", "O", "C", "C", "O", "C", "H", "H", "H", "H", "H", "H", "H", "H", "H", "H", "H", "H", "H", "H", "C", "C", "O", "C", "O", "C", "F", "F", "F", "H", "H", "H", "H", "H", "C", "C", "C", "O", "C", "O", "O", "H", "H", "H", "H", "H", "H", "C", "C", "C", "O", "C", "O", "O", "H", "H", "H", "H", "H", "H", "C", "C", "C", "O", "C", "O", "O", "H", "H", "H", "H", "H", "H", "C", "C", "C", "O", "C", "O", "O", "H", "H", "H", "H", "H", "H"],
  "coordinates": [[-6.7092, -2.8324, 0.1860], [-7.1986, -4.1453, 0.5387], [-7.3231, -4.2884, 1.9709], [-5.8826, -4.3610, 2.6015], [-5.3283, -3.0429, 2.8288], [-3.9056, -3.1367, 2.9860], [-3.3770, -1.7328, 3.4120], [-2.4892, -1.4203, 2.3387], [-2.1092, -0.1196, 2.1501], [-5.6617, -2.7726, 0.4930], [-7.1607, -2.0452, 0.7932], [-6.7617, -2.7336, -0.8944], [-7.8005, -5.1843, 2.3583], [-7.7154, -3.3392, 2.3410], [-5.3854, -5.0489, 1.9089], [-5.7833, -4.9392, 3.5253], [-3.2489, -3.4603, 2.1797], [-3.8214, -3.7822, 3.8663], [-2.7103, -1.7401, 4.2741], [-4.2468, -1.0818, 3.3029], [-1.5410, 0.4473, 2.8988], [-2.9050, 0.5843, 1.8773], [-1.4639, 0.0082, 1.2759], [3.0051, 2.5317, -0.5272], [1.9204, 3.4829, -0.9825], [0.6049, 3.2116, -0.5067], [-0.3499, 4.1073, -0.8040], [-0.3408, 4.9939, -1.6011], [-1.6017, 3.8510, 0.0936], [-1.9388, 2.5513, 0.0101], [-1.2610, 4.1476, 1.3500], [-2.5970, 4.6745, -0.2263], [3.6937, 2.6262, -1.3680], [2.6822, 1.4979, -0.4310], [3.5572, 2.9053, 0.3351], [1.8798, 3.4085, -2.0691], [2.2264, 4.4570, -0.5978], [6.8890, 2.0450, -0.0711], [7.2824, 3.5095, 0.0743], [6.3137, 4.4726, -0.6729], [6.0026, 5.4778, 0.2481], [6.2736, 5.0049, 1.4757], [5.9647, 5.5822, 2.4765], [6.8619, 3.8188, 1.4097], [7.3400, 1.5207, 0.7695], [7.1524, 1.6083, -1.0350], [5.8024, 1.9768, -0.0326], [8.3428, 3.7287, -0.0486], [5.5086, 3.8591, -1.0852], [6.7494, 4.7679, -1.6304], [-5.4657, 1.0530, 0.0084], [-5.3569, 0.9486, -1.5445], [-4.8521, -0.4405, -2.0155], [-6.0150, -1.0035, -2.5901], [-7.0407, -0.1855, -2.5434], [-8.1569, -0.3644, -2.9954], [-6.7254, 0.9633, -1.9857], [-4.5030, 1.0797, 0.5169], [-6.1679, 0.3071, 0.3757], [-5.8442, 2.0498, 0.2435], [-4.8427, 1.8265, -1.9290], [-4.5516, -1.1453, -1.2402], [-4.0708, -0.3814, -2.7733], [2.0803, 0.2709, 2.4777], [2.4587, -0.9881, 3.2057], [1.4333, -2.0830, 3.0583], [2.1374, -3.2133, 2.6832], [3.4037, -2.8418, 2.2445], [4.0482, -3.4872, 1.4485], [3.6715, -1.5838, 2.6690], [1.8164, 0.1257, 1.4272], [2.9869, 0.8687, 2.3578], [1.2706, 0.8625, 2.9020], [2.8861, -0.8665, 4.2025], [0.6708, -1.7673, 2.3444], [0.9871, -2.1848, 4.0502], [3.6787, -2.0927, -6.1612], [4.0790, -2.4214, -4.7151], [5.4851, -1.9155, -4.3601], [5.2638, -1.3037, -3.1270], [4.0149, -0.8841, -2.9848], [3.5444, -0.1462, -2.1441], [3.3199, -1.4427, -3.9545], [4.0353, -2.8922, -6.8123], [4.2738, -1.2209, -6.4265], [2.6098, -1.9087, -6.2153], [3.7639, -3.3248, -4.1940], [6.0091, -1.2106, -5.0104], [6.2292, -2.7079, -4.2586]],
  "largest_force_ev_per_a": 3.7,
  "gap_ev": 9.79,
  "e_tot_ev": -70615.64315
}